Entry from the OMol25 dataset: a structure of composition C39H58CuGeN2O6PSi in a non-equilibrium geometry (ωB97M-V with the def2-TZVPD basis set).

Its spin multiplicity is 2. Its total charge is -1. For the HOMO energy (spin up / spin down), the calculation gives -0.8 / -5.1 eV. For the LUMO energy (spin up / spin down), the calculation gives 0.0754 / 0.0751 hartree.

```
109
Properties=species:S:1:pos:R:3:forces:R:3:lowdin_charge:R:1
Cu -1.8091 -0.4130 2.7386 -0.588 1.437 -0.752 0.480
O 0.9715 -2.6595 0.8540 -0.633 0.044 0.510 -0.003
C 1.3773 -2.8802 -0.2723 1.319 -1.887 -2.203 -0.506
O 2.0414 -1.8304 -0.9647 1.408 -0.004 -1.737 -0.190
C 1.5391 -4.1254 -1.0807 -3.195 1.943 4.662 -0.211
C 0.8666 -5.3293 -0.6782 0.935 -1.770 -1.594 -0.049
C 1.0105 -6.4684 -1.5084 -0.286 1.282 1.006 -0.121
C 1.8280 -6.3551 -2.6686 -0.050 -0.209 1.092 -0.146
C 2.6038 -5.2138 -2.7943 0.952 1.057 -2.621 -0.129
C 2.3920 -4.0339 -2.1253 1.144 -0.458 -0.644 -0.288
P 3.0235 -2.2997 -2.3712 -0.743 0.273 2.116 0.875
C 2.1809 -2.3421 -4.0013 0.564 0.960 0.117 -0.292
C 0.8519 -1.9402 -3.9521 -0.785 -0.149 -0.417 -0.071
C 0.0973 -1.9863 -5.1437 1.027 -0.472 0.621 -0.076
C 0.6481 -2.3479 -6.3646 0.573 -0.048 0.239 -0.104
C 2.0037 -2.6691 -6.3805 0.762 -0.237 0.328 -0.099
C 2.7789 -2.6618 -5.2154 -0.011 -0.488 0.039 -0.086
C 4.7798 -2.7926 -1.9400 -1.557 -0.406 -0.614 -0.271
C 5.0122 -3.1004 -0.5919 0.724 -0.275 -0.213 -0.051
C 6.3071 -3.4971 -0.2091 -1.613 0.783 0.044 -0.082
C 7.2519 -3.6670 -1.2069 0.710 -0.386 1.225 -0.135
C 6.9984 -3.3577 -2.5182 0.295 0.620 -1.919 -0.101
C 5.7257 -2.9275 -2.9444 1.408 -0.021 2.518 -0.081
H 0.3547 -5.3662 0.2679 -0.246 0.022 0.101 0.078
H 0.5413 -7.4250 -1.2288 0.103 0.517 -0.226 0.079
H 1.9675 -7.1282 -3.3959 -0.062 -0.552 -0.021 0.063
H 3.3008 -5.1728 -3.6586 -0.284 -0.184 0.463 0.103
H 0.4089 -1.6545 -2.9720 0.242 -0.494 -1.008 0.099
H -0.9462 -1.9048 -5.1197 -1.421 0.637 0.285 0.081
H 0.0273 -2.4129 -7.2644 0.304 0.024 0.370 0.098
H 2.5120 -3.0076 -7.2649 -0.100 0.034 -0.520 0.086
H 3.8302 -3.0219 -5.1793 -0.850 0.373 -0.498 0.099
H 4.1809 -3.0760 0.1143 0.276 0.242 -0.073 0.114
H 6.5498 -3.5300 0.8637 -0.025 -0.516 -0.628 0.105
H 8.1986 -4.0668 -0.8526 0.249 0.326 -0.503 0.094
H 7.8406 -3.2834 -3.2433 -0.661 -0.562 0.551 0.107
H 5.5494 -2.5334 -3.9065 -0.078 0.116 -1.043 0.073
C 0.5111 2.1418 3.5886 -0.814 0.126 0.965 -0.022
C -0.4871 3.2826 3.7088 -1.627 0.487 -0.710 -0.624
C -1.5399 3.0001 4.8006 -0.293 0.755 -0.224 -0.037
C 0.1704 4.6612 3.8297 -0.187 0.395 0.929 -0.038
O -1.2702 3.3941 2.4742 0.772 0.097 0.060 -0.136
Si -2.5508 2.6231 1.7809 0.735 -1.277 -0.577 -0.002
O -2.4399 1.0269 1.8040 0.014 0.215 0.316 -0.345
O -3.8715 3.1977 2.5722 -0.467 0.024 0.017 -0.154
C -5.3004 2.8200 2.4928 3.159 0.385 -0.831 -0.627
C -5.4728 1.7648 1.4060 -0.503 -0.763 -0.917 -0.051
C -5.9536 4.1322 2.1269 -2.531 -0.418 0.358 -0.045
C -5.5548 2.2017 3.8377 -1.525 0.595 1.698 -0.042
O -2.5548 3.0086 0.1562 -0.334 0.759 0.537 -0.129
C -2.5460 4.3163 -0.5091 0.363 -1.890 0.659 -0.629
C -3.4129 4.1273 -1.7420 -0.358 -1.135 0.159 -0.038
C -3.1228 5.3586 0.4015 -0.059 1.272 0.476 -0.041
C -1.0871 4.4930 -0.9270 1.059 0.233 0.051 -0.032
H 1.1375 2.1511 4.5201 -0.218 -0.188 -1.000 0.104
H 1.0515 2.2973 2.6632 0.456 -0.306 0.020 0.084
H -0.1067 1.2170 3.5507 0.777 0.341 -0.115 0.046
H -1.1295 3.1062 5.8208 -0.229 0.000 -0.353 0.083
H -1.8794 1.9671 4.6442 -0.104 0.227 0.203 0.066
H -2.4252 3.6892 4.6131 1.118 -0.808 0.526 0.102
H 0.5324 4.8616 4.8736 0.004 -0.347 -0.883 0.088
H -0.6007 5.4291 3.6415 0.305 -0.333 -0.041 0.083
H 0.9825 4.7949 3.0986 -0.238 -0.107 0.296 0.084
H -5.0721 2.1079 0.3893 -0.806 -0.323 1.390 0.106
H -6.5741 1.5317 1.3906 0.882 0.152 -0.473 0.096
H -4.9373 0.7985 1.6329 -0.410 1.173 -0.038 0.085
H -5.8090 4.4347 1.0828 0.431 -0.135 0.438 0.070
H -5.7442 4.9375 2.8472 0.180 -0.296 -0.387 0.098
H -7.0565 3.9429 2.1534 0.456 0.304 0.189 0.090
H -5.0361 1.2368 3.8453 -0.262 0.164 0.253 0.083
H -6.6584 2.1007 4.0648 0.963 -0.350 -0.513 0.095
H -5.2038 2.8207 4.7113 0.060 -0.406 -1.097 0.098
H -4.5090 4.1936 -1.5041 0.993 0.273 -0.383 0.095
H -3.2297 3.1059 -2.1396 -0.078 0.558 0.281 0.098
H -3.0358 4.8063 -2.4851 -0.526 0.625 -0.556 0.070
H -4.0988 5.0422 0.7969 0.677 0.002 -0.163 0.044
H -3.3385 6.2927 -0.1672 0.435 -0.393 0.354 0.099
H -2.4422 5.5686 1.2622 -0.525 -0.055 -0.629 0.099
H -0.8487 3.7112 -1.6562 -0.101 0.163 -0.040 0.066
H -0.3327 4.3471 -0.1236 -0.893 0.016 -0.008 0.090
H -0.8236 5.4684 -1.3623 -0.460 -0.099 -0.091 0.083
C -2.3837 -5.3428 4.3167 0.862 1.078 0.281 0.002
N -1.7245 -4.0022 4.2960 1.342 0.460 -0.278 -0.120
C -0.4502 -3.5726 4.7315 -0.887 0.678 0.322 -0.031
C -0.3294 -2.2143 4.4338 -0.370 -2.533 -0.040 -0.088
N -1.4713 -1.8831 3.7452 0.147 -0.105 0.106 -0.087
C -2.2622 -2.9373 3.6739 -0.274 -0.247 -0.129 -0.162
H -1.7423 -6.0032 4.9431 -0.856 0.413 -0.322 0.096
H -2.4242 -5.7472 3.2867 -0.131 0.233 0.635 0.098
H -3.3802 -5.1005 4.7430 0.563 -0.960 -0.250 0.096
H 0.1715 -4.2017 5.3406 0.101 -0.177 -0.136 0.104
H 0.5459 -1.5763 4.6093 -0.827 -0.212 -0.241 0.122
H -3.2217 -3.0049 3.1333 0.752 0.256 0.466 0.151
C 0.4066 1.0661 -2.4071 -0.173 0.309 0.016 -0.214
Ge 2.3787 1.1635 -2.5332 -0.628 -1.155 0.066 0.807
C 2.6933 2.1099 -4.2450 0.960 0.930 -0.398 -0.256
C 2.8517 2.1623 -0.9164 0.251 -0.365 -0.328 -0.230
C 3.5852 -0.4939 -2.5882 -0.206 1.370 -0.530 -0.339
H 0.0615 1.7898 -3.1737 -0.069 -0.248 0.496 0.014
H 0.0878 1.3959 -1.3945 0.107 -0.197 -0.669 0.025
H -0.0641 0.1087 -2.6324 0.131 0.263 0.138 -0.016
H 3.6865 1.6968 -4.6400 -1.354 0.915 0.255 0.017
H 2.7274 3.2625 -4.1334 0.131 -1.862 -0.197 0.034
H 1.8750 1.8759 -4.9657 0.650 0.030 0.497 0.011
H 3.9425 2.1659 -0.9361 0.035 0.052 0.662 0.004
H 2.3985 1.6842 -0.0256 0.522 0.180 -0.497 0.031
H 2.5108 3.1825 -1.0036 -0.203 0.379 0.064 0.000
H 4.3451 -0.2176 -1.8201 -0.315 -0.385 -0.499 0.033
H 4.0607 -0.3960 -3.6250 -0.360 -0.384 1.307 0.041
```
Forces are in eV/Å.

Entry from the OMol25 dataset: the molecule C5H14N2 in a non-equilibrium geometry (ωB97M-V with the def2-TZVPD basis set).

Its spin multiplicity is 1. Its relative energy (zero: lowest compared OMol25 entry of this formula, charge and spin) is 311.9 kJ/mol. For the HOMO energy, the calculation gives -8.6 eV. The SMILES is CNCCCCN. For the LUMO energy, the calculation gives 0.0393 hartree.

```
21
Properties=species:S:1:pos:R:3:forces:R:3:lowdin_charge:R:1
C -2.3717 -0.9762 0.1818 0.737 -2.445 -2.846 -0.118
N -1.9039 -0.5910 -1.1776 2.658 -1.942 0.458 -0.123
C -0.5169 -0.3603 -1.7081 0.920 -0.248 -0.570 -0.219
C 0.4238 0.6686 -0.9408 -3.372 -3.222 2.562 -0.168
C 1.1294 -0.3019 0.1447 1.439 1.769 -1.638 -0.213
C 2.0988 0.4941 1.0280 -1.273 0.970 1.409 -0.282
N 1.2023 1.3613 1.9200 5.649 -1.083 3.070 -0.042
H -1.9763 -2.0232 0.1317 -0.618 0.618 1.636 0.092
H -3.4609 -0.9865 0.0813 0.096 -0.362 0.019 0.075
H -2.1883 -0.3742 1.0294 1.072 0.635 1.018 0.043
H -2.4141 0.1622 -1.3561 -2.387 4.069 -1.723 0.015
H -0.6208 0.0110 -2.7951 -0.184 -0.835 1.592 0.122
H 0.0970 -1.3585 -1.7248 -1.480 1.606 -0.195 0.121
H -0.2326 1.5008 -0.6043 0.126 -0.751 0.783 0.105
H 1.0692 1.2284 -1.5012 2.325 0.565 -1.868 0.058
H 1.7893 -0.9317 -0.4714 -0.449 -0.214 -0.071 0.094
H 0.4376 -0.9879 0.7105 0.607 1.111 -0.432 0.116
H 2.6907 -0.2004 1.6687 -0.581 0.319 -0.228 0.095
H 2.9218 1.1942 0.6182 -1.656 -1.213 -0.365 0.122
H 0.2319 1.4106 1.8654 -1.618 -0.732 -0.423 0.005
H 1.5936 1.0606 2.8998 -2.011 1.385 -2.189 0.099
```
Forces are in eV/Å.

Entry from the OMol25 dataset: the molecule C4H7FS in a non-equilibrium geometry (ωB97M-V with the def2-TZVPD basis set).

Its spin multiplicity is 1. Its relative energy (zero: lowest compared OMol25 entry of this formula, charge and spin) is 125.7 kJ/mol. For the HOMO energy, the calculation gives -9.0 eV. The SMILES is C[C@H](S)/C=C/F. For the LUMO energy, the calculation gives 0.0339 hartree.

```
13
Properties=species:S:1:pos:R:3:forces:R:3:lowdin_charge:R:1
C 1.0342 -0.5465 0.8319 -2.167 0.107 1.591 -0.135
C -0.4817 -0.5390 0.5718 1.586 0.503 -2.717 -0.687
S -1.0505 -2.0345 -0.3820 -0.123 0.077 0.671 0.716
C -0.8368 0.6747 -0.2317 -0.181 0.529 -0.645 -0.145
C 0.0612 1.5181 -0.7944 -1.376 -2.001 1.749 -0.172
F -0.4225 2.4522 -1.5803 0.041 1.370 -0.963 0.030
H 1.1843 0.4097 1.3562 0.580 -0.684 0.441 0.090
H 1.1741 -1.4683 1.3730 0.812 0.096 0.666 0.069
H 1.6369 -0.5519 -0.0189 0.712 -0.126 -1.609 0.050
H -1.0008 -0.5270 1.4872 -0.766 -0.319 1.132 0.080
H -0.5041 -1.7248 -1.5628 0.114 0.221 0.061 -0.138
H -1.9338 0.7866 -0.4350 1.227 0.203 -0.052 0.125
H 1.1396 1.5508 -0.6149 -0.459 0.023 -0.324 0.117
```
Forces are in eV/Å.

The evaluated molar mass for the records listed, in turn: 846.1; 102.2; 106.2 g/mol.